(1)
14
Properties=species:S:1:pos:R:3 method="wB97M-V/def2-TZVPD" gap_ev=9.2 molar_mass_g_mol=84.118 e_lumo_ev=0.657 total_charge=0 homo_ev=-8.5 relative_energy_ev=4.7091 energy_ha=-270.38484
C -0.453 -1.396 0.174
C -0.215 0.069 -0.103
C 0.237 0.378 -1.507
O 1.112 0.497 0.808
C -1.134 1.029 0.532
C -0.229 1.452 1.350
H -0.676 -1.556 1.234
H -1.328 -1.706 -0.402
H 0.408 -2.008 -0.127
H 0.524 1.430 -1.593
H -0.604 0.196 -2.179
H 1.083 -0.254 -1.805
H 1.266 -0.165 1.517
H 0.130 2.100 2.126

***

(2)
70
Properties=species:S:1:pos:R:3 method="wB97M-V/def2-TZVPD" gap_ev="5.4 / 5.4" molar_mass_g_mol=791.879 e_lumo_ev="1.792 / 1.793" total_charge=-1 homo_ev="-3.6 / -3.6" energy_ha=-2576.10343
O 0.907 -0.377 -3.784
C -0.104 0.358 -3.699
C 0.017 1.826 -3.802
C 0.416 2.682 -2.777
H 0.501 2.324 -1.752
C 0.720 4.011 -3.096
H 1.089 4.693 -2.330
C 0.653 4.478 -4.411
H 0.932 5.502 -4.681
C 0.198 3.613 -5.411
H 0.120 3.933 -6.451
C -0.137 2.303 -5.105
H -0.431 1.580 -5.873
H -1.139 -0.085 -3.857
C -1.532 -1.421 -1.911
C -1.243 0.010 -1.677
H -2.303 -1.496 -2.706
H -1.930 -2.005 -1.049
H -0.631 -1.950 -2.261
C -2.041 1.060 -1.509
C -3.438 0.958 -0.944
H -1.725 2.109 -1.631
H -4.166 1.385 -1.636
H -3.561 1.517 -0.004
H -3.770 -0.079 -0.740
Ba -0.956 -0.191 0.858
Cl -3.779 0.234 2.272
C -1.943 -0.903 4.163
O -1.153 -1.568 3.508
N -1.806 -0.490 5.424
C -0.622 -0.885 6.160
C -2.622 0.586 5.978
H -2.884 -0.511 3.675
H -0.380 -1.933 5.970
H -0.809 -0.758 7.230
H 0.248 -0.274 5.898
H -3.434 0.772 5.270
H -2.023 1.499 6.118
H -3.029 0.271 6.950
H 4.613 1.059 -2.601
H 3.975 2.382 -0.364
C 3.541 1.315 -2.584
C 3.247 1.604 -0.108
N 2.936 0.876 -1.329
H 3.019 0.818 -3.417
C 2.219 -0.250 -1.245
O 1.508 -0.557 -0.257
H 3.691 0.937 0.646
H 2.244 -0.892 -2.137
H 3.423 2.408 -2.664
H 2.339 2.054 0.316
H -0.124 -6.381 0.974
H 2.155 -5.928 -0.450
C -0.581 -5.643 0.305
C 1.471 -5.300 -1.030
N 0.435 -4.737 -0.193
H -1.343 -5.078 0.841
C 0.431 -3.440 0.122
O -0.516 -2.864 0.706
H 2.043 -4.489 -1.487
H 1.341 -2.888 -0.168
H -1.025 -6.186 -0.532
H 1.031 -5.919 -1.815
F 1.063 0.212 3.000
Te 0.845 2.115 3.068
F 1.049 1.857 4.941
F 0.554 3.947 3.408
F -1.026 1.769 3.424
F 2.750 2.301 2.974
O 0.481 2.119 1.280

***

(3)
71
Properties=species:S:1:pos:R:3 method="wB97M-V/def2-TZVPD" gap_ev=8.8 molar_mass_g_mol=1390.352 e_lumo_ev=0.091 total_charge=0 homo_ev=-8.7 relative_energy_ev=0.9100 energy_ha=-27399.02207
C 4.333 -0.796 -2.255
C 3.378 0.101 -3.177
I 4.530 1.939 -3.641
C 2.048 0.587 -2.428
I 2.560 1.697 -0.587
C 0.976 -0.562 -2.117
C -0.460 -0.142 -2.743
C -1.121 -1.590 -2.740
C -2.639 -1.780 -3.174
C -3.613 -1.298 -1.999
C -4.133 0.201 -2.195
N -4.356 0.725 -3.577
O -4.337 1.007 -1.266
O -0.103 -2.352 -3.473
C 1.119 -2.008 -2.778
O 2.019 -2.853 -2.763
H 5.351 -0.332 -2.042
H 3.754 -0.999 -1.280
H 4.440 -1.833 -2.742
H 3.131 -0.345 -4.192
H 1.547 1.370 -3.096
H 0.817 -0.552 -0.990
H -0.412 0.101 -3.867
H -0.966 0.711 -2.182
H -1.155 -1.835 -1.618
H -2.804 -2.915 -3.286
H -2.859 -1.336 -4.196
H -4.555 -1.962 -2.035
H -3.177 -1.462 -0.941
H -4.557 -0.054 -4.222
H -3.440 1.156 -3.810
Br -2.123 0.250 1.540
C -3.596 1.446 1.990
C -4.352 0.951 3.199
Br -5.521 -0.540 2.734
H -4.218 1.534 1.098
H -3.128 2.408 2.197
H -5.018 1.723 3.584
H -3.702 0.606 4.003
Br 1.279 1.456 3.175
C 1.457 -0.326 3.944
C 2.502 -1.136 3.216
Br 1.826 -1.797 1.512
H 0.468 -0.782 3.923
H 1.754 -0.158 4.980
H 2.759 -2.031 3.785
H 3.410 -0.574 3.002
Br -0.539 4.764 3.088
C -1.997 5.969 3.546
C -2.747 5.472 4.755
Br -3.920 3.985 4.289
H -2.624 6.061 2.659
H -1.524 6.929 3.751
H -3.407 6.248 5.145
H -2.094 5.123 5.555
Br 8.193 -1.125 -1.045
C 9.307 0.232 -1.890
C 8.528 1.024 -2.911
Br 8.284 0.010 -4.558
H 10.170 -0.282 -2.311
H 9.636 0.877 -1.074
H 9.080 1.917 -3.207
H 7.535 1.313 -2.567
Br -2.841 -4.123 0.558
C -3.989 -3.669 2.067
C -3.788 -4.625 3.215
Br -4.676 -6.328 2.882
H -5.012 -3.652 1.694
H -3.694 -2.657 2.353
H -4.250 -4.237 4.124
H -2.740 -4.847 3.413

***

(4)
19
Properties=species:S:1:pos:R:3 method="wB97M-V/def2-TZVPD" gap_ev=9.2 molar_mass_g_mol=117.148 e_lumo_ev=1.024 total_charge=0 homo_ev=-8.2 relative_energy_ev=3.3059 energy_ha=-402.25665
C -1.167 0.634 0.714
C 0.809 -1.156 0.654
C -1.839 0.870 2.042
N 1.637 0.183 -2.832
C 0.965 -0.188 -1.677
C 1.533 -0.638 -0.556
O -0.598 -0.893 0.712
O -1.955 0.399 -0.341
H -1.509 -0.732 -0.231
H -0.287 1.265 0.524
H 1.167 0.857 -3.416
H 2.626 0.356 -2.741
H 1.255 -0.739 1.565
H 0.907 -2.244 0.733
H -0.113 -0.129 -1.765
H 2.616 -0.649 -0.465
H -2.578 0.092 2.227
H -1.112 0.882 2.854
H -2.356 1.830 2.000